1 | 13
Properties=species:S:1:pos:R:3:lowdin_charge:R:1 method="wB97M-V/def2-TZVPD" multiplicity=2 orbital_gap_ev="11.029 / 7.103" s_squared=0.75
Cl 1.1501 1.7213 1.7161 0.349
H -0.4414 1.3228 0.8580 -0.038
C -0.6508 0.7820 -0.1471 -0.255
C -1.0427 -0.6903 0.0397 -0.173
C 0.4390 -1.0923 -0.1706 -0.164
C 0.7954 0.3604 -0.4832 -0.226
H -1.2106 1.3816 -0.8574 0.101
H -1.4335 -0.9284 1.0326 0.102
H -1.6987 -1.0692 -0.7411 0.100
H 0.9024 -1.4544 0.7445 0.108
H 0.6148 -1.7638 -1.0048 0.104
H 1.2101 0.6534 -1.4237 0.110
H 1.3658 0.7770 0.4371 -0.120

---

2 | 13
Properties=species:S:1:pos:R:3:lowdin_charge:R:1 method="wB97M-V/def2-TZVPD" multiplicity=2 orbital_gap_ev="8.776 / 11.167" s_squared=0.75
Cl 0.6584 -0.0640 -2.6714 0.557
H 0.9461 -0.7862 -0.4099 0.059
C 0.0909 -0.6943 0.3035 -0.316
H -0.4078 -1.6754 0.2924 0.116
C 0.6296 -0.4230 1.7316 -0.100
C -0.7574 0.2933 -0.3336 -0.180
C -0.4651 0.8750 -1.6407 -0.597
H 1.3233 -1.2206 2.0118 0.066
H 1.1787 0.5217 1.7738 0.069
H -0.1714 -0.3820 2.4784 0.068
H -1.6506 0.6593 0.1629 0.104
H -1.3925 1.0440 -2.2068 0.076
H 0.0177 1.8523 -1.4920 0.078

---

The most stable arrangement is 2, and the next structure is 43.6 kcal/mol less stable.

---

1 | 20
Properties=species:S:1:pos:R:3:lowdin_charge:R:1 method="wB97M-V/def2-TZVPD" smiles=CC1(C)[C@]2(C)C[C@]12C#N orbital_gap_ev=9.903
C -0.3237 1.2264 -1.4098 0.008
C -0.2997 0.6163 0.0072 -0.398
C -1.0952 1.4121 1.0034 -0.025
C -0.1750 -0.8699 0.1370 -0.326
C -0.2992 -1.8992 -0.9390 -0.024
C 0.2709 -1.1067 1.5693 0.077
C 1.0165 0.0557 0.5225 -0.166
C 2.3842 0.1662 0.1214 -0.192
N 3.4429 0.2620 -0.2924 0.141
H -1.1679 1.8396 -1.3824 0.053
H -0.3471 0.4655 -2.2367 0.096
H 0.5413 1.8763 -1.5203 0.090
H -0.9493 1.0500 1.9980 0.067
H -2.0995 1.3615 0.8609 0.056
H -0.8924 2.4544 1.0101 0.087
H -0.6355 -2.8727 -0.6439 0.064
H 0.7986 -2.0697 -1.3433 0.134
H -0.9877 -1.4861 -1.6824 0.071
H 1.1172 -1.8313 1.8903 0.139
H -0.2994 -0.6507 2.3302 0.049

---

2 | 20
Properties=species:S:1:pos:R:3:lowdin_charge:R:1 method="wB97M-V/def2-TZVPD" orbital_gap_ev=8.715
C -0.6323 0.8514 0.2450 -0.265
C 0.4459 -0.9492 -0.8409 -0.191
C 1.4055 -0.6448 0.1611 0.066
C -0.1197 -0.4777 0.5012 -0.346
C 0.7182 0.4263 -1.3818 -0.309
C -1.7429 1.5658 1.0044 -0.029
C -0.6012 -1.2921 1.6601 -0.018
C 1.6237 0.6584 -2.5544 -0.047
N -0.0646 1.3486 -0.8210 0.132
H 0.1256 -1.7903 -1.3302 0.118
H 2.1377 -1.3537 0.5435 0.099
H -1.4533 1.5346 2.0731 0.079
H -2.8472 1.3683 0.7468 0.110
H -1.6507 2.6335 0.7899 0.066
H -0.7709 -2.2417 1.1032 0.099
H -1.4791 -0.9444 2.2126 0.082
H 0.2247 -1.4433 2.3213 0.069
H 2.3006 -0.2084 -2.5595 0.076
H 2.3035 1.5794 -2.5090 0.092
H 0.9827 0.9074 -3.5220 0.118

---

The most stable arrangement is 1, and the next structure is 23.1 kcal/mol less stable.